# 1
Formula: C5H5Cl2F
Source: the Open Molecules 2025 dataset
Level of theory: ωB97M-V/def2-TZVPD

Geometry as XYZ:
```
13
C5H5Cl2F | the Open Molecules 2025 dataset | ωB97M-V/def2-TZVPD
C -1.359 0.755 0.982
C 0.907 -0.886 -1.383
C -0.420 1.694 0.910
C 1.308 0.358 -0.971
C 1.489 0.576 0.416
F 1.458 -0.611 1.140
Cl -0.369 3.330 1.223
Cl 1.434 1.837 -1.888
H -2.299 1.162 0.939
H -1.167 -0.114 0.470
H 0.628 -1.081 -2.381
H 0.884 -1.695 -0.624
H 2.198 1.283 0.746
```

The energy above the lowest of the compared OMol25 structures with the same formula, charge and spin is 95.8 kcal per mole. As for the charge: 0. The calculation puts the max |F| at 0.0870 Eh/bohr. The value obtained for the HOMO-LUMO gap is 8.5586 eV. For the LUMO energy, the calculation gives -0.20 eV.

natural (NBO) population analysis, charges in e, atoms 1 to 8: atom 1 (C): -0.5016, atom 2 (C): -0.3949, atom 3 (C): -0.0412, atom 4 (C): -0.1264, atom 5 (C): 0.2350, atom 6 (F): -0.3482, atom 7 (Cl): 0.0832, atom 8 (Cl): 0.0245

---

# 2
Formula: C5H5Cl2N2
Source: the Open Molecules 2025 dataset
Level of theory: ωB97M-V/def2-TZVPD

Geometry as XYZ:
```
14
C5H5Cl2N2 | the Open Molecules 2025 dataset | ωB97M-V/def2-TZVPD
N -0.677 -1.694 -1.341
C -0.157 -0.706 -0.607
C -0.136 -0.903 0.809
C 0.010 0.130 1.658
N 0.415 1.346 1.202
C 0.556 1.535 -0.116
Cl 1.032 3.274 -0.663
C 0.216 0.553 -1.067
Cl 0.186 0.886 -2.737
H -1.195 -2.491 -0.961
H -0.467 -1.896 -2.280
H -0.391 -1.863 1.328
H -0.086 -0.075 2.786
H 0.697 1.905 1.988
```

The energy above the lowest of the compared OMol25 structures with the same formula, charge and spin is 0.0 kcal per mole. As for the SMILES: [NH2+]=c1cc[nH]c(Cl)c1Cl. As for the charge: +1. The calculation puts the max |F| at 0.0673 Eh/bohr. The value obtained for the HOMO-LUMO gap is 9.4486 eV. For the LUMO energy, the calculation gives -4.39 eV.

natural (NBO) population analysis, charges in e, atoms 1 to 8: atom 1 (N): -0.7228, atom 2 (C): 0.2665, atom 3 (C): -0.2742, atom 4 (C): 0.0640, atom 5 (N): -0.5044, atom 6 (C): 0.3131, atom 7 (Cl): 0.0662, atom 8 (C): -0.1838

---

# 3
Formula: C5H5ClN2O4
Source: the Open Molecules 2025 dataset
Level of theory: ωB97M-V/def2-TZVPD

Geometry as XYZ:
```
17
C5H5ClN2O4 | the Open Molecules 2025 dataset | ωB97M-V/def2-TZVPD
C 1.868 0.241 -0.902
C 1.814 0.005 0.609
O 1.603 -1.404 0.814
C 0.419 -1.965 0.545
O 0.122 -3.073 0.740
N -0.463 -1.138 -0.091
C -1.516 -0.576 -0.030
C -2.482 0.304 -0.296
Cl -3.930 -0.192 -1.164
N -2.295 1.667 0.242
O -1.277 1.879 0.923
O -3.153 2.452 -0.062
H 0.897 0.768 -1.135
H 2.791 0.792 -1.132
H 1.886 -0.741 -1.332
H 1.032 0.671 0.955
H 2.684 0.310 1.315
```

The energy above the lowest of the compared OMol25 structures with the same formula, charge and spin is 19.2 kcal per mole. As for the SMILES: CCOC(=O)N=C=C(Cl)[N+](=O)[O-]. As for the charge: 0. The calculation puts the max |F| at 0.0599 Eh/bohr. The value obtained for the HOMO-LUMO gap is 8.9551 eV. For the LUMO energy, the calculation gives -0.92 eV.

natural (NBO) population analysis, charges in e, atoms 1 to 8: atom 1 (C): -0.6445, atom 2 (C): -0.0980, atom 3 (O): -0.4788, atom 4 (C): 0.8826, atom 5 (O): -0.5140, atom 6 (N): -0.4291, atom 7 (C): 0.5272, atom 8 (C): -0.1908

---

# 4
Formula: C5H5ClO
Source: the Open Molecules 2025 dataset
Level of theory: ωB97M-V/def2-TZVPD

Geometry as XYZ:
```
12
C5H5ClO | the Open Molecules 2025 dataset | ωB97M-V/def2-TZVPD
C 1.128 -0.382 -0.211
C 0.075 0.299 -0.493
C -0.266 -1.968 1.080
C 0.871 -1.667 0.421
C -0.735 1.258 -0.886
O -1.428 -1.279 1.209
Cl -0.535 -3.616 1.636
H 2.036 0.037 -0.501
H 1.563 -2.491 0.700
H -1.140 1.999 -0.171
H -1.261 -0.385 1.268
H -1.065 1.220 -1.868
```

The energy above the lowest of the compared OMol25 structures with the same formula, charge and spin is 25.4 kcal per mole. As for the charge: 0. As for the spin multiplicity: 3. The calculation puts the max |F| at 0.1433 Eh/bohr. The value obtained for the HOMO-LUMO gap (alpha / beta) is 5.9230 / 8.1012 eV. The expectation value of S² is 2.0162. For the LUMO energy (alpha / beta), the calculation gives 0.71 / -2.03 eV.

natural (NBO) population analysis, charges in e, atoms 1 to 8: atom 1 (C): -0.3535, atom 2 (C): 0.0708, atom 3 (C): 0.2249, atom 4 (C): -0.2253, atom 5 (C): -0.4698, atom 6 (O): -0.6334, atom 7 (Cl): -0.0138, atom 8 (H): 0.2486

---

# 5
Formula: C5H5ClO2
Source: the Open Molecules 2025 dataset
Level of theory: ωB97M-V/def2-TZVPD

Geometry as XYZ:
```
13
C5H5ClO2 | the Open Molecules 2025 dataset | ωB97M-V/def2-TZVPD
C -0.174 2.248 -0.002
C -0.896 1.127 -0.001
C -0.315 -0.224 -0.002
C -1.006 -1.360 0.001
Cl -2.743 -1.384 0.001
O 1.079 -0.168 -0.001
C 1.894 -1.233 0.003
O 1.589 -2.386 0.001
H 0.877 2.229 0.010
H -0.674 3.230 0.015
H -1.990 1.164 -0.008
H -0.555 -2.359 -0.011
H 2.916 -0.884 -0.005
```

The energy above the lowest of the compared OMol25 structures with the same formula, charge and spin is 22.3 kcal per mole. As for the SMILES: C=C/C(=C\Cl)OC=O. As for the charge: 0. The calculation puts the max |F| at 0.0329 Eh/bohr. The value obtained for the HOMO-LUMO gap is 9.6108 eV. For the LUMO energy, the calculation gives 0.53 eV.

natural (NBO) population analysis, charges in e, atoms 1 to 8: atom 1 (C): -0.3450, atom 2 (C): -0.2491, atom 3 (C): 0.2149, atom 4 (C): -0.2550, atom 5 (Cl): -0.0015, atom 6 (O): -0.4955, atom 7 (C): 0.6606, atom 8 (O): -0.5607

---

# 6
Formula: C5H5ClOS
Source: the Open Molecules 2025 dataset
Level of theory: ωB97M-V/def2-TZVPD

Geometry as XYZ:
```
13
C5H5ClOS | the Open Molecules 2025 dataset | ωB97M-V/def2-TZVPD
C -0.730 -1.384 0.311
C -0.414 -0.593 1.472
C -0.138 1.767 -0.681
C -0.014 -1.560 -0.807
C 0.983 1.365 0.038
O -0.125 2.428 -1.679
S 0.856 0.593 1.593
Cl 2.676 1.577 -0.382
H -1.734 -1.837 0.381
H -0.994 -0.583 2.287
H -1.068 1.666 -0.209
H -0.352 -2.276 -1.592
H 1.052 -1.164 -0.732
```

The energy above the lowest of the compared OMol25 structures with the same formula, charge and spin is 0.0 kcal per mole. As for the charge: 0. As for the spin multiplicity: 3. The calculation puts the max |F| at 0.0880 Eh/bohr. The value obtained for the HOMO-LUMO gap (alpha / beta) is 8.5474 / 8.0680 eV. The expectation value of S² is 2.0381. For the LUMO energy (alpha / beta), the calculation gives 0.62 / -2.00 eV.

natural (NBO) population analysis, charges in e, atoms 1 to 8: atom 1 (C): -0.2773, atom 2 (C): -0.3279, atom 3 (C): 0.2428, atom 4 (C): -0.3548, atom 5 (C): -0.2181, atom 6 (O): -0.4810, atom 7 (S): 0.3652, atom 8 (Cl): 0.0630

---

# 7
Formula: C5H5F2N
Source: the Open Molecules 2025 dataset
Level of theory: ωB97M-V/def2-TZVPD

Geometry as XYZ:
```
13
C5H5F2N | the Open Molecules 2025 dataset | ωB97M-V/def2-TZVPD
F 1.932 -0.485 -1.058
C 1.424 0.346 -0.114
F 2.006 0.158 1.064
C -0.044 0.128 0.049
C -1.031 1.197 -0.143
C -2.225 0.594 -0.120
N -2.051 -0.802 0.022
C -0.705 -1.026 0.267
H 1.697 1.345 -0.371
H -0.857 2.218 -0.164
H -3.202 0.984 -0.211
H -2.845 -1.450 0.284
H -0.395 -1.976 0.619
```

The energy above the lowest of the compared OMol25 structures with the same formula, charge and spin is 12.5 kcal per mole. As for the SMILES: FC(F)c1cc[nH]c1. As for the charge: 0. The calculation puts the max |F| at 0.0552 Eh/bohr. The value obtained for the HOMO-LUMO gap is 9.7436 eV. For the LUMO energy, the calculation gives 0.89 eV.

natural (NBO) population analysis, charges in e, atoms 1 to 8: atom 1 (F): -0.3420, atom 2 (C): 0.5675, atom 3 (F): -0.3387, atom 4 (C): -0.1949, atom 5 (C): -0.2759, atom 6 (C): -0.0589, atom 7 (N): -0.5234, atom 8 (C): -0.0269

---

# 8
Formula: C5H5F3N2
Source: the Open Molecules 2025 dataset
Level of theory: ωB97M-V/def2-TZVPD

Geometry as XYZ:
```
15
C5H5F3N2 | the Open Molecules 2025 dataset | ωB97M-V/def2-TZVPD
F -2.985 -0.351 -0.455
C -2.028 0.639 -0.458
C -0.907 0.210 0.569
F -1.548 0.425 1.812
N 0.105 1.136 0.292
C 1.361 0.940 0.089
C 1.874 -0.463 -0.155
C 0.750 -1.421 0.114
F 1.108 -2.695 -0.022
N -0.479 -1.223 0.439
H -1.712 0.716 -1.444
H -2.420 1.560 -0.123
H 1.765 1.895 0.034
H 2.411 -0.660 -1.118
H 2.705 -0.707 0.425
```

The energy above the lowest of the compared OMol25 structures with the same formula, charge and spin is 17.8 kcal per mole. As for the SMILES: FC[C@]1(F)N=CCC(F)=N1. As for the charge: 0. The calculation puts the max |F| at 0.0824 Eh/bohr. The value obtained for the HOMO-LUMO gap is 10.3724 eV. For the LUMO energy, the calculation gives 0.39 eV.

natural (NBO) population analysis, charges in e, atoms 1 to 8: atom 1 (F): -0.3512, atom 2 (C): 0.0484, atom 3 (C): 0.5422, atom 4 (F): -0.3375, atom 5 (N): -0.4518, atom 6 (C): 0.1559, atom 7 (C): -0.6023, atom 8 (C): 0.6635